Entry 1:
Below is a 10-piece molecular cluster, C22H24Cl27F2NO3 overall at a distorted geometry, with properties calculated with ωB97M-V/def2-TZVPD.

Geometry as XYZ:
```
79
C22H24Cl27F2NO3, DFT ωB97M-V/def2-TZVPD
Cl 8.714 -0.303 5.456
H -1.158 -0.796 -0.880
Cl 6.829 0.329 -3.697
C 0.925 -0.053 -2.483
Cl -8.807 -0.067 4.856
Cl -3.866 1.780 -6.034
Cl -1.711 -8.857 -3.254
Cl 6.220 1.383 -7.657
C 5.554 -0.633 -2.947
N -2.833 0.725 -2.189
H 0.607 -0.949 -1.931
C -2.437 -8.629 -1.664
Cl -5.924 2.700 3.644
C -1.119 1.254 1.839
C -0.520 1.376 3.103
Cl -1.557 -3.256 0.221
H 1.012 0.964 -0.590
H -10.103 1.155 6.380
C 0.742 1.219 -1.624
C 0.126 0.275 3.655
C -1.077 0.099 1.090
Cl -3.322 1.431 3.331
C -2.292 0.994 -5.911
Cl 8.961 -0.354 2.564
Cl -1.870 -7.119 -0.933
Cl 7.695 -1.107 -7.412
Cl -1.550 0.823 -7.501
C -0.612 2.733 3.821
C -0.405 -1.002 1.656
Cl 4.322 0.410 -2.237
O -2.317 4.577 -0.486
Cl -2.448 -0.585 -5.124
Cl 4.167 3.860 4.504
C 9.002 0.662 4.007
H -0.308 -1.993 1.160
F -0.806 2.052 -3.149
H 5.996 -1.225 -2.156
H 0.559 0.356 4.647
H -1.648 1.613 -5.298
H 2.001 -0.146 -2.682
C -1.904 3.493 -0.756
C -1.729 -0.085 -0.274
C 6.094 -0.364 -7.433
H 0.290 3.290 3.531
H 9.989 1.103 4.083
C -1.895 1.178 -1.132
C -4.872 1.388 4.186
Cl -7.970 1.188 7.337
H -3.279 1.558 -2.557
H -0.697 2.625 4.905
Cl -1.719 -3.038 -2.681
C 0.174 -0.895 2.900
O -0.672 3.169 -1.298
Cl 4.708 1.050 4.994
H 0.671 -1.747 3.368
H -1.445 3.293 3.381
C -1.249 -4.069 -1.326
Cl 5.088 -1.083 -8.693
Cl 7.822 1.967 3.884
Cl 4.828 -1.736 -4.124
H 4.651 2.178 2.944
O -2.573 2.302 -0.607
Cl -4.196 -8.644 -1.771
C 4.056 2.222 3.848
H 0.359 -0.006 -3.420
Cl 2.383 1.825 3.435
Cl -4.614 1.474 5.932
Cl 0.450 -4.524 -1.452
H -1.634 2.137 1.466
H -5.359 0.447 3.960
H -1.852 -4.975 -1.364
H -2.338 0.210 -2.912
H -2.127 -9.448 -1.027
Cl -8.994 2.815 5.159
H 5.623 -0.549 -6.476
C -0.636 1.854 -1.764
C -9.100 1.260 5.986
F 1.724 2.113 -2.061
H -2.728 -0.532 -0.175
```

The spin multiplicity is 1. The maximum force comes out at 2.79 eV/Å. The calculation puts the HOMO-LUMO gap at 9.164 eV. As for the charge: 0. As for the total energy: -13758.03587 Eh. The SMILES is Cc1cccc(C[C@@]2(N)OC(=O)O[C@@]2(F)[C@@H](C)F)c1.ClC(Cl)Cl.ClC(Cl)Cl.ClC(Cl)Cl.ClC(Cl)Cl.ClC(Cl)Cl.ClC(Cl)Cl.ClC(Cl)Cl.ClC(Cl)Cl.ClC(Cl)Cl.

Löwdin population analysis, charges in e, atoms 1 to 4:
1. Cl 0.523
2. H 0.059
3. Cl 0.546
4. C -0.011

Entry 2:
Below is a 2-piece molecular cluster, C6H12O overall at a distorted geometry, with properties calculated with ωB97M-V/def2-TZVPD.

Geometry as XYZ:
```
19
C6H12O, DFT ωB97M-V/def2-TZVPD
C 2.190 -0.515 2.544
H 0.257 0.212 0.800
H -1.183 -0.074 -0.798
C 2.239 -0.335 1.066
H -1.006 -1.773 -1.433
H -5.639 2.654 -0.761
H 2.316 -1.573 2.773
C 0.862 -0.696 -1.038
H 3.192 -0.361 0.548
C 1.164 -0.120 0.300
O -5.656 2.732 0.205
C 1.817 -1.121 -1.874
H -6.616 2.658 0.341
H -0.706 -0.392 -2.431
H 1.172 -0.267 2.833
H 2.914 0.038 3.139
H 2.816 -0.722 -1.742
C -0.603 -0.764 -1.407
H 1.610 -1.776 -2.712
```

The spin multiplicity is 1. The maximum force comes out at 1.13 eV/Å. The calculation puts the HOMO-LUMO gap at 8.952 eV. As for the charge: 0. As for the total energy: -310.97540 Eh. The SMILES is C=C(C)/C=C/C.O. The energy above the lowest of the compared OMol25 structures with the same formula, charge and spin is 2.2823 eV.

natural (NBO) population analysis, charges in e, atoms 1 to 4:
1. C -0.642
2. H 0.182
3. H 0.216
4. C -0.120

Entry 3:
Below is C40H36AsGaINO2S2 as an isolated structure, with properties calculated with ωB97M-V/def2-TZVPD.

Geometry as XYZ:
```
84
C40H36AsGaINO2S2, DFT ωB97M-V/def2-TZVPD
C 2.606 1.173 1.937
C -2.645 1.161 0.063
C -3.454 1.945 -4.001
C -0.816 -0.624 7.513
C 0.723 -3.995 -4.329
O 1.379 -0.499 0.258
C 2.663 0.468 -3.508
C 0.781 1.727 -4.359
As -0.099 -0.262 -2.620
H -1.992 -3.318 -6.229
H 0.326 -1.709 4.506
C 2.429 -2.586 2.082
H -6.216 2.216 -1.200
C -0.690 1.866 -4.312
C 4.938 -2.421 3.292
O -0.339 -0.797 2.449
C 1.650 2.517 -5.104
C -2.718 0.977 -3.329
C 3.015 2.277 -5.053
C -0.265 -4.171 -5.289
H -4.430 3.916 -0.888
H 4.591 1.079 -4.225
C -1.787 0.644 5.718
H 1.465 -2.652 1.600
C -0.104 -1.381 6.596
I -0.975 -3.200 -0.091
S -1.235 0.310 3.073
N -1.391 0.862 0.509
H -3.391 3.624 -5.332
H -0.969 2.593 3.469
H 3.062 -0.325 -2.885
C 1.299 0.698 -3.568
C -4.231 2.874 -0.668
C 0.751 -2.837 -3.569
C -1.661 0.387 7.073
H 2.922 0.846 4.034
H 5.914 -2.363 3.754
C 3.525 1.258 -4.259
S 2.763 -0.194 0.761
H 2.225 -4.445 3.117
H -2.231 0.968 7.786
C -1.182 -2.017 -4.731
H -2.463 1.418 5.373
H 1.268 3.315 -5.727
C 4.522 -1.417 2.434
H 1.647 -0.140 3.362
H -1.926 -1.248 -4.899
H 0.864 1.678 4.899
C -1.435 2.835 -4.973
H -0.293 -5.078 -5.878
H 3.603 1.616 1.960
H -0.723 -0.828 8.571
C -4.944 0.599 -0.561
C -1.343 0.933 -3.499
Ga -0.632 -0.758 0.434
H 0.543 -2.178 6.937
C 2.080 0.857 3.340
C 3.261 -1.504 1.856
C -5.235 1.926 -0.850
C -0.217 -1.124 5.234
H 1.968 1.867 1.382
H -0.187 2.036 2.002
H -5.707 -0.160 -0.686
C 1.041 1.862 3.837
H 3.688 2.891 -5.637
C -0.194 -1.836 -3.773
H 4.440 -4.295 4.207
H 1.439 2.880 3.769
H 1.465 -4.767 -4.165
H -3.491 -0.824 0.107
C 2.865 -3.592 2.936
C -3.689 0.223 -0.110
H 5.174 -0.579 2.221
C -2.813 2.866 -4.819
C -1.049 -0.103 4.808
C 4.107 -3.507 3.544
C -2.976 2.506 -0.224
H -0.948 3.569 -5.603
C -1.217 -3.184 -5.484
H 1.509 -2.723 -2.800
H -3.218 0.287 -2.660
H -2.193 3.248 -0.119
C -0.274 1.847 3.076
H -4.525 1.993 -3.859
```

The spin multiplicity is 1. The maximum force comes out at 0.37 eV/Å. The calculation puts the HOMO-LUMO gap at 6.170 eV. As for the charge: 0. As for the total energy: -7005.72291 Eh.

natural (NBO) population analysis, charges in e, atoms 1 to 4:
1. C -0.606
2. C 0.161
3. C -0.194
4. C -0.208

Entry 4:
Below is C31H53BrIrNP3 as an isolated structure at a distorted geometry, with properties calculated with ωB97M-V/def2-TZVPD.

Geometry as XYZ:
```
90
C31H53BrIrNP3, DFT ωB97M-V/def2-TZVPD
H -1.986 2.577 4.510
H -2.818 0.930 -0.145
C 3.520 -0.221 -1.356
H 1.040 -4.978 -1.794
C -0.116 6.218 -4.165
H -2.729 3.624 3.298
C -4.268 -3.382 -0.096
C -1.812 1.129 -0.530
H 3.079 0.713 1.278
H 1.610 -3.580 1.877
C -1.592 1.477 -1.848
H 0.208 2.622 4.457
C 2.550 -3.022 1.722
H -0.086 8.366 -4.535
H -0.221 -1.676 4.840
H 1.663 1.744 4.955
C -2.088 -2.007 -3.778
C -2.569 2.578 3.584
H -1.261 -2.473 -4.307
C 4.664 -0.683 1.860
H -2.369 -0.618 -2.235
H 1.155 1.297 2.606
H -3.554 2.153 3.779
H -2.878 -2.398 1.181
H -0.815 -0.338 5.863
C -1.886 1.897 2.417
H -2.468 -1.395 3.491
C -0.712 6.129 -6.844
H 1.235 1.919 0.818
H 1.854 -1.501 -1.573
H -0.946 6.140 -7.915
H 3.313 -2.366 -0.988
C -0.032 -4.831 -1.600
H 5.129 -0.953 0.897
H -2.659 1.708 1.663
H 4.798 -1.523 2.566
C -0.702 0.997 0.349
H -0.571 -4.872 -2.553
H 3.739 -0.358 -2.423
C 0.548 1.614 0.023
H -2.371 -1.146 -4.394
C 0.614 1.624 4.645
H 5.206 0.185 2.278
H 4.457 -0.103 -0.812
H -2.676 0.128 4.353
H -0.312 -5.647 -0.929
H 4.542 -3.439 0.915
H 3.807 -4.748 1.868
C 0.787 1.857 -1.320
H 3.232 -4.451 0.220
H 0.143 6.344 -3.100
C -0.621 4.913 -6.128
N -0.517 7.335 -6.276
H -0.775 3.977 -6.677
P 2.053 -1.439 0.802
H 0.044 -3.713 0.170
H 0.085 1.154 5.473
H 2.922 0.686 -1.268
C 0.595 0.769 3.388
H -4.766 -3.525 0.872
H -3.848 -4.344 -0.423
C -0.231 7.372 -4.966
H 1.764 2.204 -1.667
H -1.745 -1.817 5.745
Ir -0.093 -0.834 0.190
C 3.186 -0.281 1.743
P -0.989 0.317 2.585
C -3.192 -2.315 0.116
Br -0.651 -2.758 2.262
C 2.725 -1.442 -0.893
H -5.035 -3.011 -0.782
C -0.295 1.869 -2.206
C -1.671 -1.437 -2.437
C -0.212 2.661 -3.348
H -1.174 2.591 1.960
H 2.778 -0.214 2.761
H 1.103 -0.187 3.592
H 0.678 -2.883 -1.277
C -1.129 -1.121 5.146
H -2.955 -2.662 -3.721
C -0.327 4.932 -4.752
P -1.539 -2.229 -0.796
C 3.598 -3.958 1.128
H -3.642 -1.310 -0.047
H -2.410 1.509 -2.578
C -1.933 -0.569 3.969
H 2.875 -2.691 2.725
C -0.150 -3.503 -0.890
H -0.658 -1.009 -2.574
C -0.244 3.704 -3.987
```

The spin multiplicity is 6. The maximum force comes out at 3.72 eV/Å. The calculation puts the HOMO-LUMO gap (alpha / beta) at 5.630 / 5.090 eV. As for the charge: +4. As for the total energy: -4968.33908 Eh.

Löwdin population analysis, charges in e, atoms 1 to 4:
1. H 0.079
2. H 0.130
3. C -0.100
4. H 0.094